{"formula": "C2H9N4O", "method": "ωB97M-V with the def2-TZVPD basis set", "elements": ["O", "N", "N", "N", "N", "C", "C", "H", "H", "H", "H", "H", "H", "H", "H", "H"], "positions_angstrom": [[-0.885954, -0.038888, -0.217756], [-2.425678, 0.135760, -1.764263], [3.131525, -0.945759, 1.368866], [1.218453, 0.444239, 1.122518], [-3.419179, -0.748554, -1.156900], [2.033485, -0.470284, 0.756163], [-1.371519, 0.634856, -1.090447], [-0.884231, 1.375029, -1.573059], [0.289946, 0.419919, 0.496595], [1.945605, -1.015231, -0.130184], [1.189010, 0.939721, 1.975225], [3.575852, -1.817651, 1.149317], [3.636664, -0.378807, 2.003264], [-3.206429, -0.801645, -0.176329], [-2.751166, 0.910460, -2.352075], [-3.449233, -1.657907, -1.527913]], "forces_ev_per_angstrom": [[3.1532, -4.7777, 5.0516], [-4.9071, -3.1558, -1.9690], [-0.5234, 1.0533, 0.2344], [-1.3247, -0.3091, -2.0475], [2.1804, 3.9820, 0.0014], [2.2074, -1.2008, 1.5792], [-1.3058, 3.8119, 0.0531], [1.3941, 2.5728, -1.7584], [0.5692, 0.1108, 0.5565], [-1.4454, -0.4506, -1.5409], [0.5579, 0.3562, 1.0630], [-0.1284, -0.0229, -0.6378], [0.2335, 0.3666, 1.0133], [0.3553, -0.0476, 0.6384], [-0.7674, -1.1296, -0.8179], [-0.2485, -1.1596, -1.4196]], "charge": 1, "relative_energy_ev": 0.0000, "s2": 2.006, "multiplicity": 3, "homo_ha": [-0.32112, -0.52432], "orbital_gap_ev": [6.1, 7.4]}

***

{"formula": "C2H9NO", "method": "ωB97M-V with the def2-TZVPD basis set", "elements": ["O", "N", "C", "C", "H", "H", "H", "H", "H", "H", "H", "H", "H"], "positions_angstrom": [[-0.142239, 1.992996, 0.809445], [-0.662522, -0.305476, -1.587222], [-0.098845, -1.645829, -1.165943], [0.512067, 1.188350, 1.719906], [-0.322211, 0.366080, 2.039704], [-0.744986, -2.357233, -1.877668], [-0.855834, 2.700192, 1.258625], [-0.501072, -0.470195, -2.702148], [0.889491, -1.904168, -1.164091], [-0.478326, -2.163808, -0.116187], [0.235908, 0.383171, -1.236286], [1.302170, 0.457965, 1.425010], [0.866401, 1.757955, 2.596854]], "forces_ev_per_angstrom": [[-2.1610, 3.5345, -0.2959], [5.2965, 0.3727, -1.0723], [-6.7835, -3.0965, 0.7556], [-2.5230, -2.8975, 2.7953], [1.8328, 1.7080, 0.1542], [1.9448, 0.9184, 1.3338], [3.2075, -3.2839, -1.4488], [-0.4125, 1.3857, 3.3148], [2.7973, 0.0086, -0.6617], [0.6270, 2.1622, -2.0379], [-3.5250, -1.7415, -1.6329], [-0.2324, 1.3767, -0.9886], [-0.0685, -0.4473, -0.2156]], "relative_energy_ev": 3.4362, "homo_ha": -0.35867, "orbital_gap_ev": 10.6}

***

{"formula": "C2H9NO2Si", "method": "ωB97M-V with the def2-TZVPD basis set", "elements": ["Si", "O", "O", "N", "C", "C", "H", "H", "H", "H", "H", "H", "H", "H", "H"], "positions_angstrom": [[-0.253785, 0.812570, -1.275139], [0.299249, 0.209995, -2.678068], [-1.819753, 1.008317, -1.674991], [0.127688, -0.252090, 0.108336], [-0.628394, 0.164705, 1.337287], [1.006854, -1.310951, 0.244685], [-1.342780, 0.914509, 0.922378], [0.689767, -0.623280, -2.733839], [-1.106841, -0.660652, 1.801527], [0.820891, -1.840972, 1.190862], [2.055809, -1.036181, 0.317639], [0.302347, 2.023099, -0.942662], [-2.092235, 0.920089, -2.646053], [1.006214, -2.060563, -0.528840], [0.066799, 0.661876, 1.939217]], "forces_ev_per_angstrom": [[-0.1706, -3.1504, 0.6190], [0.1078, 1.4740, -0.4692], [-1.6251, 0.2258, -1.3978], [-2.9077, 2.3173, -1.1782], [0.3295, 0.7774, -3.5081], [1.5596, -1.4698, 1.0012], [-0.0340, -0.5105, 1.0346], [1.0214, -1.9077, -0.1330], [-0.5811, -0.6484, 0.4720], [-0.1267, -0.0791, -0.2345], [0.5106, 0.4042, 0.0796], [0.7485, 2.1498, 0.3660], [0.8734, 0.0705, 2.3454], [-0.4595, -0.3876, -0.5949], [0.7541, 0.7346, 1.5979]], "relative_energy_ev": 0.9888, "homo_ha": -0.30948, "orbital_gap_ev": 9.1}

***

{"formula": "C2H9NO3", "method": "ωB97M-V with the def2-TZVPD basis set", "elements": ["O", "O", "O", "N", "C", "C", "H", "H", "H", "H", "H", "H", "H", "H", "H"], "positions_angstrom": [[0.229372, 1.582363, 1.194569], [-0.427127, -1.038540, 0.048341], [0.062468, -3.133679, -0.060095], [-1.549918, -0.230118, -0.342339], [1.078292, 2.482452, 0.494055], [0.040923, -2.228762, -1.020033], [1.139788, 2.242756, -0.573416], [-2.363021, -0.630118, 0.122167], [-1.355167, 0.682258, 0.070139], [0.567901, 0.683822, 1.085446], [1.007157, -1.913951, -1.434222], [-0.371023, -2.227012, 0.636500], [-0.796560, -2.248806, -1.733156], [0.647127, 3.478716, 0.597890], [2.089787, 2.498620, 0.914154]], "forces_ev_per_angstrom": [[0.0543, -0.0215, -0.0427], [0.0824, 0.2574, -1.3664], [-0.3843, 0.4910, 1.5160], [0.2378, -0.2750, -0.0101], [0.0436, 0.0498, -0.0088], [-0.7043, 1.5098, 0.6494], [-0.0093, -0.0077, 0.0739], [0.1436, 0.0480, 0.0235], [0.0049, -0.1385, 0.0701], [-0.0166, 0.0895, -0.0248], [-0.1842, 0.0119, -0.0039], [0.5398, -1.9731, -0.8863], [0.2503, 0.0638, 0.0308], [0.0257, -0.0900, 0.0067], [-0.0836, -0.0155, -0.0274]], "relative_energy_ev": 5.3256, "homo_ha": -0.37086, "orbital_gap_ev": 10.9}

***

{"formula": "C2H9NO3", "method": "ωB97M-V with the def2-TZVPD basis set", "elements": ["O", "O", "O", "N", "C", "C", "H", "H", "H", "H", "H", "H", "H", "H", "H"], "positions_angstrom": [[1.377390, 1.049632, -2.888763], [-2.936591, 2.216160, 6.318332], [3.039602, -3.316575, -0.502456], [-1.155693, -0.463973, -0.532071], [0.712004, 0.627630, -1.897517], [-0.722813, 0.254447, -1.864486], [-1.138007, -0.145171, -2.893823], [2.181230, -3.011007, -0.835750], [-3.349251, 1.926803, 5.568843], [-1.198249, 1.246139, -1.652178], [-0.511348, -1.244763, -0.454767], [-2.547838, 3.012375, 6.079202], [-2.024375, -0.809610, -0.947798], [1.221548, 0.415704, -0.892091], [3.677774, -3.028855, -1.092018]], "forces_ev_per_angstrom": [[-2.7182, -1.4547, 3.5980], [0.5669, -0.9580, 3.5024], [-2.4234, -0.8002, 1.8050], [0.6540, 0.6433, -3.2472], [3.2735, 0.2184, -2.2339], [-1.6365, 0.9271, 0.2803], [0.9270, 0.5431, 2.1402], [0.5596, -0.1440, 0.0613], [-1.7625, -1.3602, -2.9962], [0.1128, -0.4540, -0.8219], [-0.3216, -0.4111, 0.1777], [1.1968, 2.3175, -0.5065], [-0.0336, -0.5846, 1.1158], [-0.2689, 0.5748, -0.9915], [1.8742, 0.9426, -1.8833]], "relative_energy_ev": 2.9903, "homo_ha": -0.37866, "orbital_gap_ev": 10.6}

***

{"formula": "C2H9NO4", "method": "ωB97M-V with the def2-TZVPD basis set", "elements": ["O", "O", "O", "O", "N", "C", "C", "H", "H", "H", "H", "H", "H", "H", "H", "H"], "positions_angstrom": [[-1.253302, -2.728789, 0.962662], [-0.605656, -0.867320, -1.598519], [-0.007569, 1.939468, 2.605176], [-1.157452, -0.096200, 0.452268], [0.967407, 0.164360, -0.395959], [-0.335511, -0.276189, -0.423170], [1.523964, 0.551588, -1.691213], [2.509950, 1.053333, -1.505455], [-0.690783, -2.182822, 1.539513], [0.993850, 1.468874, -2.082119], [-0.830137, 2.374472, 2.876271], [1.475715, -0.249487, -2.478455], [-1.589255, -1.024601, -1.585392], [-0.327535, 1.205745, 2.069416], [1.181939, 0.647523, 0.451805], [-1.855626, -1.979956, 0.803171]], "forces_ev_per_angstrom": [[-0.1066, 1.1036, 0.5816], [-1.8792, -0.1284, 0.3105], [-0.3246, 0.1435, 0.0713], [-0.1496, 0.0270, 0.4388], [-1.4286, -1.1724, -0.8159], [1.2379, 0.7748, -0.5745], [0.6763, 2.1496, -0.3594], [-0.3698, -1.3492, -0.3016], [0.4070, -0.8827, 0.0214], [-0.1113, -1.0825, 0.1063], [0.3751, -0.0486, -0.0382], [0.4781, 0.8033, 1.1938], [1.3286, -0.0067, -0.1085], [-0.1783, -0.2023, -0.1542], [0.3897, 0.5128, 0.0491], [-0.3447, -0.6418, -0.4204]], "relative_energy_ev": 0.3843, "homo_ha": -0.37763, "orbital_gap_ev": 10.8}

***

{"formula": "C2H9NO4", "method": "ωB97M-V with the def2-TZVPD basis set", "elements": ["O", "O", "O", "O", "N", "C", "C", "H", "H", "H", "H", "H", "H", "H", "H", "H"], "positions_angstrom": [[0.897253, -0.050011, 2.276084], [-0.508942, -1.636819, -0.472130], [-1.319168, -0.804928, 1.789042], [0.964381, 1.048605, -1.246640], [-1.073826, 0.624483, -2.102481], [1.508829, -0.029573, 1.047735], [-0.003509, 1.370583, -1.963955], [-0.952378, -1.325413, 0.333337], [-0.747310, -0.920900, -1.086469], [2.002209, -0.981594, 0.849126], [0.069352, 2.334144, -2.520027], [0.770076, 0.143535, 0.159771], [-1.904540, -1.063663, 2.508138], [2.251078, 0.780048, 1.029690], [-0.186786, -0.476292, 2.149684], [-1.766720, 0.987796, -2.750905]], "forces_ev_per_angstrom": [[1.3540, 0.7204, -3.1390], [0.5995, 0.2924, -0.3817], [1.1487, 0.7871, 0.4120], [1.9242, -0.3089, 1.9156], [0.6866, 0.5801, 0.2223], [1.6936, -0.1789, 5.2906], [-2.8568, -0.7661, -1.2792], [-0.4030, -0.3980, 0.7725], [-0.0556, -0.0147, -0.5630], [-0.6435, -0.4172, -0.7627], [0.1761, -0.2403, 0.3809], [-1.0661, 0.5558, -2.4347], [0.2891, 0.0870, 0.1202], [-0.6381, 0.2926, -0.5266], [-2.4530, -1.1989, -0.0554], [0.2443, 0.2076, 0.0284]], "relative_energy_ev": 8.0011, "homo_ha": -0.36769, "orbital_gap_ev": 5.0}

***

{"formula": "C2H9NOP2", "method": "ωB97M-V with the def2-TZVPD basis set", "elements": ["P", "P", "O", "N", "C", "C", "H", "H", "H", "H", "H", "H", "H", "H", "H"], "positions_angstrom": [[-1.942371, 0.060221, 0.605929], [-1.513429, -1.427260, -0.911744], [0.949987, 0.647140, -0.909113], [-2.208778, 1.596411, -0.098129], [2.065599, 0.246549, -0.120476], [1.750004, -0.822462, 0.872164], [2.347078, 1.063121, 0.408169], [-2.337760, 1.408457, -1.061718], [0.759690, -0.646307, 1.286887], [-1.230217, -2.311344, 0.162554], [-1.479207, 2.277970, 0.090159], [2.437847, -1.579276, 1.441132], [0.635896, -0.166525, -1.414130], [-3.201439, -0.419982, 0.502982], [2.967100, 0.073288, -0.854663]], "forces_ev_per_angstrom": [[1.3161, 0.6355, 1.0263], [0.4440, -0.0726, -0.3964], [-0.6273, -1.5700, -0.6359], [0.0875, -0.5694, 0.6245], [1.3589, -2.7058, -2.8580], [0.5875, -1.2154, 0.9200], [0.8216, 2.9302, 1.6465], [-0.1417, 0.8245, -1.2568], [0.1267, -0.4032, 0.1835], [-0.1433, -0.1500, -0.1165], [-0.0625, -0.3701, -0.2864], [-1.1669, 1.8126, -1.5477], [0.5439, 1.4709, 0.8814], [-1.7350, -0.3833, 0.3579], [-1.4095, -0.2338, 1.4575]], "s2": 2.007, "multiplicity": 3, "homo_ha": [-0.29486, -0.32784], "orbital_gap_ev": [9.0, 7.5]}

***

{"formula": "C2H9NOS", "method": "ωB97M-V with the def2-TZVPD basis set", "elements": ["S", "O", "N", "C", "C", "H", "H", "H", "H", "H", "H", "H", "H", "H"], "positions_angstrom": [[0.631237, 1.344140, -1.435106], [-0.907242, -2.387770, 1.545238], [0.771421, -0.990732, 0.425159], [-1.012656, 2.031754, -0.850311], [-0.110638, -1.158910, 1.630040], [-0.431917, -3.209365, 1.660298], [1.321614, -1.848521, 0.437916], [0.097716, -1.283732, -0.296901], [1.595633, 0.878585, -0.568519], [-1.857913, 1.377387, -1.092052], [-0.907838, 2.122600, 0.227808], [0.431309, -1.247031, 2.470916], [-1.010842, 2.780849, -1.647936], [-0.739797, -0.276801, 1.753775]], "forces_ev_per_angstrom": [[0.8479, -0.0364, -1.7938], [-0.9222, 1.7180, -0.2780], [-1.7288, -1.7452, 1.3333], [1.2017, -1.6625, -0.4690], [-0.7960, -1.2245, -3.1132], [0.6986, 0.2051, 0.1918], [0.5971, 0.1484, 0.1542], [0.3524, 0.8437, -0.2857], [-1.6356, 0.4829, 0.3824], [0.4506, -0.3606, 0.2345], [-0.4655, 1.2698, -0.2385], [2.3483, -0.0622, 2.9013], [-0.4465, 0.9023, 1.3570], [-0.5021, -0.4788, -0.3762]], "relative_energy_ev": 1.9556, "homo_ha": -0.30693, "orbital_gap_ev": 9.1}

***

{"formula": "C2H9NS", "method": "ωB97M-V with the def2-TZVPD basis set", "elements": ["S", "N", "C", "C", "H", "H", "H", "H", "H", "H", "H", "H", "H"], "positions_angstrom": [[0.841523, -0.571457, 0.383281], [0.834468, 2.670751, 0.252672], [-0.860051, -1.558245, -0.122627], [-1.679699, -0.592275, -0.933881], [-1.124618, -0.317006, -1.830650], [1.798140, 2.321436, 0.288400], [0.419078, 2.294596, 1.102805], [-1.341784, -1.845418, 0.813070], [1.004602, 0.883304, 0.753730], [0.533797, 2.031926, -0.489093], [-1.814910, 0.295621, -0.316810], [-2.644554, -1.028903, -1.214876], [-0.464905, -2.440200, -0.629578]], "forces_ev_per_angstrom": [[0.6787, -0.5298, 0.1708], [0.7043, -0.6569, -0.4368], [1.1261, 1.8986, 1.1069], [0.0095, -0.2961, -0.1377], [-0.1742, 0.0637, -0.0342], [0.2676, 0.8801, 0.2790], [-0.3149, 0.5588, 0.0371], [0.1582, 0.0556, -0.1123], [-1.6530, -3.1188, -0.6474], [-0.6604, 0.5895, -0.0006], [-0.3564, 0.0392, -0.2389], [0.0503, 0.1723, 0.0215], [0.1641, 0.3439, -0.0075]], "relative_energy_ev": 1.8042, "homo_ha": -0.32637, "orbital_gap_ev": 9.4}